A 2-piece molecular cluster, CH2N4 overall at a distorted geometry, computed with ωB97M-V with the def2-TZVPD basis set.

Output
Kohn-Sham gap   9.59 eV
LUMO   0.89 eV
Energy above the lowest of the compared OMol25 structures with the same formula, charge and spin   33.7 kcal per mole
Total charge   0
Electronic energy   -7028.482 eV
HOMO energy   -8.69 eV

Geometry (Å):
C: 0.64 0.41 0.76
N: 1.86 1.87 -0.71
N: 3.29 -0.91 0.34
N: 1.26 1.16 -0.06
N: 4.03 -0.73 -0.43
H: 0.73 0.75 1.80
H: 0.12 -0.55 0.60

Results of the natural (NBO) charge analysis, in e, for atoms 1 through 6:
1. C -0.47
2. N -0.04
3. N -0.01
4. N 0.05
5. N 0.01
6. H 0.22